Record 1
{
  "formula": "C8H31BKO9",
  "method": "the ωB97M-V functional and the def2-TZVPD basis",
  "species": ["O", "H", "H", "H", "K", "B", "H", "H", "H", "H", "C", "C", "O", "O", "H", "H", "H", "H", "H", "H", "C", "C", "O", "O", "H", "H", "H", "H", "H", "H", "C", "C", "O", "O", "H", "H", "H", "H", "H", "H", "C", "C", "O", "O", "H", "H", "H", "H", "H", "H"],
  "coordinates": [[-1.7984, -6.0849, -0.7253], [-1.3913, -6.4552, 0.0613], [-1.5631, -6.5208, -1.5476], [-1.8681, -5.1275, -0.7201], [-4.6500, -3.3569, 4.9348], [-2.5297, -1.8289, -0.6080], [-1.5449, -2.2161, -0.3968], [-2.8584, -2.2581, -1.5418], [-3.2061, -2.0306, 0.2081], [-2.5436, -0.7510, -0.6552], [-3.4606, 2.8840, 2.4497], [-2.3387, 2.1750, 3.2757], [-2.8235, 1.3831, 4.3369], [-4.3396, 2.0171, 1.6594], [-2.9148, 3.5123, 1.7458], [-4.1544, 3.5031, 3.0185], [-1.6965, 2.9672, 3.6607], [-1.9048, 1.3214, 2.7549], [-3.0359, 2.0508, 4.9932], [-3.8392, 1.2226, 1.4595], [-1.5695, -1.0795, -6.0277], [-2.8318, -0.4076, -6.4622], [-4.0228, -0.8061, -5.6475], [-0.9426, -0.5236, -4.9269], [-0.8224, -1.2954, -6.7915], [-1.8837, -2.0818, -5.7365], [-3.1451, -0.5132, -7.5009], [-2.6825, 0.6709, -6.4096], [-3.6835, -0.7326, -4.7525], [-1.5680, -0.6114, -4.2038], [3.7622, -1.4297, 4.5030], [3.8170, -0.4205, 5.6548], [5.1714, -0.2671, 6.1125], [4.5743, -1.0377, 3.3860], [2.7873, -1.5696, 4.0360], [3.9185, -2.4485, 4.8575], [3.2170, -0.8220, 6.4714], [3.4016, 0.4892, 5.2212], [5.2338, -0.6444, 6.9931], [4.0652, -0.2686, 3.1198], [3.8250, 3.3983, -1.2260], [4.2874, 3.0296, -2.6759], [3.1460, 2.9250, -3.4969], [3.0625, 2.3441, -0.6530], [3.4368, 4.4167, -1.2092], [4.6363, 3.5861, -0.5227], [4.8293, 2.0839, -2.6875], [5.0081, 3.7595, -3.0446], [2.7844, 2.0401, -3.4091], [2.6495, 1.8093, -1.3349]],
  "forces_ev_per_angstrom": [[-0.65, -0.73, 0.41], [0.41, -0.21, 0.46], [0.26, -0.06, -0.76], [-0.08, 1.81, -0.29], [0.01, 0.27, -0.13], [-0.02, -0.44, -0.04], [4.31, -1.54, 1.07], [-1.62, -1.76, -3.80], [-2.95, -1.35, 3.43], [0.36, 4.19, -0.45], [0.17, -1.18, -1.06], [-1.74, -0.57, -0.85], [-0.69, 0.55, 1.54], [0.84, 0.49, 1.22], [-0.02, 0.32, -0.05], [0.33, 0.00, 0.38], [0.57, -0.25, -0.34], [0.90, 1.09, -1.21], [-0.43, -0.42, 0.64], [0.06, -0.18, -0.32], [-0.43, -2.26, -0.56], [-1.62, 1.02, -0.12], [2.02, 0.47, -0.99], [0.33, 0.91, 0.71], [-0.08, 0.74, -0.28], [-0.17, -0.52, -0.08], [0.23, -0.79, 0.05], [-0.08, 0.26, 0.49], [-0.47, -0.01, 0.43], [0.26, 0.14, 0.50], [-0.29, -0.59, -0.44], [0.54, -1.20, -0.58], [-0.72, 0.26, -0.37], [-0.17, -0.27, 1.01], [-0.83, 0.55, 0.64], [1.14, 0.02, -0.10], [-0.40, 0.35, -0.03], [0.23, 0.51, 0.64], [0.01, 0.04, -0.03], [0.49, 0.34, -0.74], [1.43, -0.32, -0.56], [0.01, 0.04, 1.66], [-0.07, 0.27, -0.44], [-0.14, 0.51, 0.22], [-1.40, -0.22, -0.41], [0.68, -0.67, -0.21], [0.06, -0.19, 0.29], [-0.44, 0.30, -0.25], [0.00, 0.00, -0.21], [-0.15, 0.27, -0.08]],
  "homo_lumo_gap_ev": 5.7413,
  "e_lumo_ev": -4.562,
  "homo_energy_ev": -10.303,
  "total_charge": 1
}

Record 2
{
  "formula": "C7H11N2",
  "method": "the ωB97M-V functional and the def2-TZVPD basis",
  "species": ["C", "C", "C", "C", "C", "C", "C", "N", "N", "H", "H", "H", "H", "H", "H", "H", "H", "H", "H", "H"],
  "coordinates": [[-2.6818, -1.5454, 1.6895], [0.9829, 0.7242, -1.3362], [-0.4233, 0.3643, -1.7387], [0.8839, 1.0071, 0.1704], [-0.6013, -0.1889, 2.0448], [-0.9361, -0.4773, -0.5792], [-0.0703, -0.0420, 0.6196], [-1.7855, -0.9787, 2.1461], [0.2266, -1.3573, -0.0208], [-3.5979, -2.0303, 1.4062], [1.7457, 0.0264, -1.5359], [1.3118, 1.6576, -1.8320], [-1.0117, 1.1657, -1.8812], [-0.4605, -0.2055, -2.6617], [1.8704, 0.9624, 0.6873], [0.5307, 2.0647, 0.4926], [0.2975, -0.5525, 2.7946], [-1.1344, 0.7391, 2.4932], [0.0277, -2.3009, 0.3388], [1.1182, -1.1256, -0.5327]],
  "forces_ev_per_angstrom": [[1.27, 1.09, 0.13], [-0.20, 3.71, -0.02], [2.09, -4.16, 0.41], [1.22, 1.65, 1.67], [1.23, 1.68, 2.91], [-0.56, 0.07, 1.94], [-3.05, -1.57, -0.52], [-0.75, -2.10, -1.06], [1.37, 1.21, -1.27], [-0.01, -0.06, 0.02], [0.90, -1.00, -0.52], [0.05, -0.55, 0.06], [-2.12, 2.92, -0.19], [0.05, -0.10, -0.23], [-0.42, -0.21, -0.37], [0.08, -1.76, -0.97], [-2.68, 0.73, -1.62], [1.98, -0.57, -0.85], [0.38, 0.88, -0.21], [-0.84, -1.86, 0.69]],
  "homo_lumo_gap_ev": 7.2780,
  "e_lumo_ev": -4.296,
  "homo_energy_ev": -11.574,
  "total_charge": 1
}

Record 3
{
  "formula": "C25H28N2O4S",
  "method": "the ωB97M-V functional and the def2-TZVPD basis",
  "species": ["C", "O", "C", "C", "N", "C", "O", "C", "C", "C", "C", "C", "S", "C", "C", "O", "N", "C", "C", "C", "C", "C", "O", "C", "C", "C", "C", "C", "C", "C", "C", "C", "H", "H", "H", "H", "H", "H", "H", "H", "H", "H", "H", "H", "H", "H", "H", "H", "H", "H", "H", "H", "H", "H", "H", "H", "H", "H", "H", "H"],
  "coordinates": [[4.7532, 1.3762, 1.0928], [4.6162, 1.0818, -0.2766], [3.3906, 1.4620, -0.8475], [2.2418, 0.4923, -0.4949], [0.9660, 0.9305, -1.0181], [0.1547, 1.8509, -0.4367], [-0.8788, 2.2189, -0.9594], [0.5252, 2.3619, 0.9577], [-0.2077, 1.5320, 1.9588], [-1.3663, 1.8291, 2.6020], [-1.8076, 0.8017, 3.4689], [-0.9860, -0.2731, 3.4701], [0.3499, -0.0559, 2.4085], [0.5081, 0.3497, -2.2807], [-0.2012, -1.0033, -2.0977], [-0.6416, -1.6155, -3.0464], [-0.3002, -1.4337, -0.8240], [-1.1781, -2.5158, -0.4373], [-2.2390, -2.0385, 0.5195], [-2.8388, -0.7935, 0.3486], [-3.8000, -0.3499, 1.2290], [-4.1948, -1.1436, 2.3070], [-5.1407, -0.6054, 3.1280], [-5.5986, -1.3690, 4.2163], [-3.6059, -2.3899, 2.4794], [-2.6341, -2.8216, 1.5914], [1.6083, 0.2834, -3.3099], [1.9067, 1.4174, -4.0572], [2.9306, 1.3963, -4.9866], [3.6652, 0.2386, -5.1820], [3.3678, -0.8962, -4.4482], [2.3460, -0.8752, -3.5146], [4.0877, 0.7716, 1.7191], [4.5619, 2.4384, 1.2900], [5.7847, 1.1447, 1.3497], [3.1238, 2.4862, -0.5453], [3.5542, 1.4533, -1.9276], [2.4747, -0.4825, -0.9265], [2.1850, 0.3671, 0.5890], [1.5964, 2.3557, 1.1428], [0.1548, 3.3865, 1.0237], [-1.8917, 2.7564, 2.4643], [-2.7009, 0.8710, 4.0620], [-1.0677, -1.1903, 4.0172], [-0.2743, 1.0278, -2.6508], [0.0097, -0.8368, -0.0719], [-1.6285, -2.8958, -1.3610], [-0.5920, -3.3206, 0.0208], [-2.5489, -0.1626, -0.4788], [-4.2626, 0.6156, 1.1030], [-4.7910, -1.5888, 4.9231], [-6.0567, -2.3069, 3.8864], [-6.3514, -0.7569, 4.7108], [-3.8869, -3.0317, 3.2997], [-2.1801, -3.7910, 1.7408], [1.3307, 2.3191, -3.9062], [3.1527, 2.2828, -5.5621], [4.4632, 0.2202, -5.9092], [3.9325, -1.8034, -4.6028], [2.1097, -1.7716, -2.9605]],
  "forces_ev_per_angstrom": [[-0.01, 0.01, 0.01], [0.05, -0.15, -0.07], [-0.14, -0.11, -0.11], [0.65, 0.25, 0.22], [0.03, -0.21, -0.42], [0.07, 0.36, 0.28], [-0.30, 0.14, 0.01], [-0.13, 0.01, -0.28], [0.13, -0.35, 0.29], [0.28, 0.07, -0.15], [0.06, -0.19, 0.18], [0.26, -0.05, -0.15], [-0.31, 0.45, 0.15], [-0.31, 0.12, -0.24], [0.20, 0.21, 0.19], [-0.12, -0.02, -0.37], [0.02, -0.05, 0.34], [-0.02, -0.22, -0.20], [0.06, -0.11, 0.14], [-0.07, -0.07, 0.08], [-0.18, -0.10, 0.14], [0.09, -0.08, -0.21], [0.12, 0.19, -0.22], [-0.07, -0.11, 0.16], [-0.35, 0.10, 0.27], [0.11, 0.12, -0.26], [-0.01, -0.08, -0.11], [-0.06, -0.10, 0.06], [0.03, 0.09, -0.03], [0.06, 0.01, -0.05], [0.09, -0.07, 0.03], [-0.05, 0.11, -0.05], [0.01, 0.02, 0.03], [0.00, -0.01, 0.01], [-0.03, 0.03, 0.11], [-0.02, -0.04, -0.02], [-0.12, 0.06, 0.11], [-0.04, 0.03, 0.15], [0.05, -0.07, -0.13], [0.04, 0.07, 0.02], [0.09, -0.08, -0.07], [-0.07, 0.22, -0.08], [-0.19, -0.04, 0.11], [-0.11, -0.18, 0.14], [0.20, -0.25, 0.10], [-0.01, 0.05, -0.14], [0.13, -0.02, 0.14], [-0.14, 0.01, -0.07], [0.05, 0.11, -0.07], [-0.06, 0.15, -0.01], [-0.03, -0.01, -0.03], [0.03, 0.02, 0.01], [0.05, -0.08, 0.00], [-0.05, -0.03, 0.09], [0.07, -0.10, 0.02], [-0.09, 0.10, 0.02], [0.02, 0.07, -0.05], [0.06, -0.01, -0.06], [0.05, -0.08, -0.02], [-0.04, -0.11, 0.04]],
  "homo_lumo_gap_ev": 8.7799,
  "e_lumo_ev": 0.473,
  "homo_energy_ev": -8.306,
  "smiles": "COCCN(C(=O)Cc1cccs1)[C@H](C(=O)NCc1ccc(OC)cc1)c1ccccc1"
}

Record 4
{
  "formula": "C5H8N2O2",
  "method": "the ωB97M-V functional and the def2-TZVPD basis",
  "species": ["C", "C", "C", "C", "C", "N", "N", "O", "O", "H", "H", "H", "H", "H", "H", "H", "H"],
  "coordinates": [[-0.9590, 0.5025, -0.4922], [1.4532, 1.3885, -0.9099], [1.5707, -0.9835, -0.1803], [1.3612, -0.1270, 1.0675], [0.7240, 0.3034, -0.2596], [-1.6736, 0.2447, 0.6412], [-1.3317, 0.7993, -1.6673], [1.2054, 1.5417, -2.1743], [2.3346, 1.9899, -0.3185], [2.4244, -0.8734, -0.6566], [1.0996, -2.0163, -0.0927], [0.6365, -0.6148, 1.8600], [2.2078, 0.5709, 1.2829], [-1.4084, 0.2392, 1.6055], [-2.6244, 0.5020, 0.5047], [0.2958, 1.1451, -2.4212], [-2.3156, 0.9380, -1.8923]],
  "forces_ev_per_angstrom": [[9.34, -2.76, 9.09], [1.66, 0.22, 1.50], [-5.09, -1.10, 2.90], [-1.14, -0.20, -0.12], [-3.94, -1.17, 1.14], [-2.12, -0.01, -0.94], [-3.59, 2.08, -8.12], [-1.49, 0.35, -2.18], [-0.42, 0.13, -0.96], [4.10, -0.02, -2.08], [0.60, 1.60, -0.64], [1.91, 1.26, -1.47], [-1.07, -0.89, 0.62], [0.89, 0.18, 0.06], [-1.05, 0.02, 0.36], [1.36, 0.59, 0.63], [0.05, -0.29, 0.21]],
  "homo_lumo_gap_ev": [5.5943, 6.4445],
  "e_lumo_ev": [0.422, -3.173],
  "homo_energy_ev": [-5.172, -9.617],
  "multiplicity": 3
}